Density functional theory data (ωB97M-V/def2-TZVPD) for a molecular structure, C15H21BrN3OS.

Geometry (Å):
Br: 1.569367 3.755012 -0.037992
C: -0.304743 4.332250 -0.252313
C: -0.738673 5.846205 -0.069399
C: -2.196810 6.369168 -0.204067
C: -3.296652 5.288590 -0.521383
N: -4.728140 5.410942 -0.687720
S: -5.292421 3.823221 -0.960363
N: -3.910270 2.820443 -0.964315
C: -2.863912 3.781590 -0.696893
C: -1.370322 3.243383 -0.588126
H: 0.064821 6.624708 0.184814
H: -2.495688 7.471682 -0.046300
H: -1.143932 2.137847 -0.750964
C: 2.880571 -1.344020 -0.219550
C: 1.676668 -1.166549 0.738643
C: 1.718767 -2.277574 1.810493
C: 1.377991 -3.648563 1.240863
C: 0.035438 -3.623938 0.520609
C: -0.123119 -2.480251 -0.508606
N: 0.387949 -1.161645 -0.022394
O: -0.566531 -0.626449 0.793416
C: 0.590995 -2.841263 -1.832832
C: -1.623710 -2.437244 -0.918037
C: 1.961575 0.200719 1.416500
H: 3.818908 -1.088985 0.283633
H: 3.020152 -2.365148 -0.569157
H: 2.793117 -0.688242 -1.090711
H: 1.015692 -2.043607 2.619666
H: 2.710452 -2.314294 2.274126
H: 2.164775 -3.995760 0.564499
H: 1.339291 -4.380236 2.055292
H: -0.120491 -4.590558 0.030395
H: -0.750746 -3.540392 1.282218
H: 0.547525 -2.006756 -2.539548
H: 0.108675 -3.695957 -2.317549
H: 1.632311 -3.130731 -1.710080
H: -2.288122 -2.322467 -0.057492
H: -1.919529 -3.369065 -1.409511
H: -1.821804 -1.618748 -1.617490
H: 1.954304 1.009181 0.679827
H: 2.944935 0.199447 1.896568
H: 1.241333 0.444055 2.201230

Cartesian forces (eV/Å) of the 3 atoms listed first:
-1.8 0.9 -0.2
-4.7 -1.0 -0.8
-3.1 -0.4 -0.5

Summary:
Orbital gap (alpha / beta): 7.47 / 7.48 eV
Largest force on an atom: 5.79 eV/A
Spin multiplicity: 2
⟨S²⟩: 0.755
Energy above the lowest of the compared OMol25 structures with the same formula, charge and spin: 108.8 kcal/mol
Total charge: 0